DFT (the ωB97M-V functional and the def2-TZVPD basis) results for a cluster of 9 separate species, C32H78F15N5O11P in total at a distorted geometry.

Geometry (Å):
C 2.69504 -3.84161 1.35163
C 3.82970 -2.79034 1.41432
C 5.09455 -3.41430 2.04543
O 6.12929 -2.49044 2.02378
C 7.45574 -2.92156 2.30613
N 4.17566 -2.23626 0.07133
H 3.73412 -1.33518 -0.11715
H 5.14531 -1.79254 0.26733
H 4.70678 -3.62800 -1.28612
H 3.09406 -4.76448 0.88747
H 1.81982 -3.53669 0.71826
H 2.35095 -3.99051 2.34856
H 3.50591 -1.94983 2.07489
H 5.28410 -4.25178 1.39213
H 4.96180 -3.85848 3.05459
H 7.65400 -3.79181 1.66595
H 7.61665 -3.12075 3.36308
H 8.13376 -2.15357 1.87424
C 5.84711 2.52071 0.78227
C 4.40076 2.92305 0.93693
C 3.89403 3.81341 -0.20729
O 2.64506 4.27224 0.16874
C 2.08989 5.33159 -0.59811
N 3.51046 1.62763 0.89744
H 1.58637 2.05756 0.95984
H 3.46424 1.36995 -0.10683
H 3.97521 0.90423 1.43112
H 6.12350 1.86304 1.56223
H 6.63514 3.30564 0.72616
H 5.90975 1.93563 -0.17256
H 4.24673 3.29767 1.95336
H 3.94711 3.26265 -1.12702
H 4.53670 4.70763 -0.41943
H 1.10569 5.55913 -0.18952
H 1.90606 5.00202 -1.56491
H 2.67036 6.26828 -0.52275
C -1.07913 4.05046 -3.01772
C -1.64315 2.70153 -2.51733
C -1.63366 1.59324 -3.47479
O -2.10366 0.41872 -2.77062
C -2.02431 -0.69905 -3.61442
N -0.82225 2.11185 -1.36802
H 0.14899 2.14696 -1.67465
H -0.87515 2.66862 -0.49932
H -1.05462 1.08657 -1.15099
H -1.36335 4.88776 -2.33110
H -1.50264 4.12095 -3.97431
H 0.01428 4.12049 -3.17497
H -2.66690 2.80049 -2.13792
H -0.68003 1.39231 -3.93129
H -2.23843 1.83826 -4.31642
H -2.03710 -0.35517 -4.68805
H -2.84444 -1.35768 -3.32820
H -1.03391 -1.16668 -3.50242
C -1.81097 4.14937 4.63788
C -0.53527 4.86758 4.28220
C 0.67988 4.20373 4.97438
O 1.70004 5.18081 4.87826
C 2.83993 5.13552 5.76833
N -0.32231 4.96572 2.86126
H 0.38831 5.64396 2.63881
H 0.09522 4.01834 2.62382
H -1.33719 4.47261 1.49228
H -2.00193 4.02288 5.68501
H -1.97081 3.23354 4.09607
H -2.62288 4.79116 4.26930
H -0.63783 5.86728 4.54505
H 0.98432 3.23624 4.48707
H 0.47937 4.02594 6.01731
H 3.11561 4.12188 6.02533
H 2.66271 5.82755 6.59932
H 3.61126 5.63314 5.12198
C -8.07745 -7.00525 -2.37444
C -7.88457 -5.61067 -1.93193
C -6.43407 -5.33285 -1.65300
O -6.25800 -3.96476 -1.46354
C -5.04915 -3.71168 -0.81005
N -8.44428 -4.73082 -2.97092
H -8.34768 -5.14452 -3.89711
H -9.46200 -4.82911 -2.87529
H -8.19295 -3.74172 -2.98959
H -9.09658 -7.40164 -2.53719
H -7.65879 -7.60542 -1.60583
H -7.51255 -7.30006 -3.26374
H -8.54401 -5.30772 -1.08046
H -5.87714 -5.74004 -2.46757
H -6.15614 -5.92929 -0.79284
H -4.75229 -2.72061 -1.04199
H -4.22396 -4.34818 -1.19222
H -5.21830 -3.92581 0.27570
C 0.57591 0.51785 1.47463
O -0.59951 -0.00163 0.92054
O 0.66175 1.85043 1.08037
C 0.70072 0.41476 2.98895
F -0.27774 0.91930 3.72253
F 0.78878 -0.91135 3.30914
F 1.85900 0.87116 3.41771
C -0.48473 -1.47482 0.68113
C -1.92385 -1.96863 0.40534
H -2.56045 -1.93027 1.30327
H -2.29572 -1.27524 -0.33070
H -1.90759 -2.98913 0.04934
H -0.05144 -1.88662 1.54094
H 0.14703 -1.55229 -0.19645
H 1.45612 -0.10063 1.08116
C -3.29207 4.45995 1.04255
O -4.07575 3.28775 0.93893
O -1.95773 4.39542 0.73633
C -3.88331 5.39392 -0.12840
F -5.10937 5.85549 0.15989
F -3.12146 6.44163 -0.21658
F -3.91739 4.71033 -1.28489
C -4.06070 2.52356 2.16061
C -5.38769 1.72347 2.28372
H -5.40507 1.34258 3.25765
H -6.27171 2.43143 2.16851
H -5.54554 1.05472 1.46511
H -3.82852 3.20461 2.98790
H -3.23152 1.82959 2.11950
H -3.48764 5.00565 1.95900
C 3.95423 -4.15506 -3.09340
O 2.77175 -4.99955 -3.21489
O 4.52852 -4.41790 -1.85181
C 4.89298 -4.76689 -4.15917
F 6.06012 -4.15871 -4.28522
F 5.18218 -6.03899 -3.81649
F 4.34589 -4.76565 -5.35920
C 1.56114 -4.36893 -2.73014
C 0.60983 -5.52782 -2.38677
H 0.55249 -6.23022 -3.23349
H 0.98518 -6.08971 -1.56124
H -0.38459 -5.23270 -2.14993
H 1.15796 -3.76424 -3.52188
H 1.70987 -3.69063 -1.87725
H 3.69799 -3.17078 -3.25360
P 2.37417 0.22535 -2.77244
F 1.69872 1.76036 -2.74010
F 2.97957 0.43335 -4.25617
F 3.70007 0.73275 -2.07988
F 2.93948 -1.28411 -2.66659
F 1.62782 0.04410 -1.35686
F 0.97227 -0.23777 -3.55597

Force components x, y, z for each atom (eV/Å):
0.51 0.49 -1.52
-0.77 0.95 0.53
-0.60 -0.62 -0.15
0.36 1.21 0.18
-0.21 -0.01 -1.66
2.86 1.17 1.05
-0.94 -0.54 -0.05
-1.39 -1.30 -0.56
-0.75 -0.11 -0.62
-0.28 0.28 0.38
0.87 0.05 0.53
-0.35 -0.50 0.77
0.07 -0.46 -0.24
0.65 -0.64 -0.42
-0.38 0.47 -0.31
0.09 -0.30 0.51
0.10 0.01 0.04
-0.45 -0.22 0.82
0.54 0.07 -2.12
-0.79 -1.58 -0.03
1.47 1.23 1.11
-1.54 0.30 0.23
0.10 0.34 2.05
0.53 2.02 -1.04
1.62 0.24 -0.07
0.29 -0.24 0.93
0.06 -0.15 -0.11
0.33 -0.77 0.93
-0.88 -0.14 0.10
0.21 0.40 0.66
-0.23 0.61 -0.41
-0.49 -0.66 -0.72
0.04 -0.61 0.57
-0.02 -0.10 0.31
0.08 -0.31 -2.23
0.12 -0.47 -0.31
0.44 -0.30 1.82
0.75 0.18 1.94
-0.07 -1.22 -0.41
-0.04 1.41 -0.55
0.84 -0.12 -1.01
-0.29 0.10 0.71
0.47 -0.35 0.04
-0.19 -0.29 -0.24
0.23 1.79 -0.38
0.00 -0.73 -0.77
-0.77 0.84 -1.37
-0.42 -0.60 0.28
0.27 0.25 0.01
0.88 -0.08 0.27
-1.16 0.03 -0.65
-0.56 -0.66 0.87
0.09 -0.16 -0.40
-0.44 -0.20 0.10
-1.16 0.94 -1.19
0.73 -1.96 0.56
0.33 0.91 -0.24
0.55 -0.12 -0.01
-0.33 1.40 -1.99
0.40 -2.80 -1.35
0.28 0.15 0.10
-0.26 1.42 -0.20
-0.42 0.52 0.62
0.28 -0.19 0.60
0.39 -0.72 -0.01
-0.05 -0.03 0.14
0.09 1.76 1.42
-0.36 0.70 0.25
-0.32 -0.31 0.58
0.11 -0.13 0.29
0.00 -0.59 0.26
-0.21 -0.74 0.88
-0.60 -1.66 -0.52
-0.82 0.81 1.34
-0.92 0.16 0.24
-0.68 -0.38 -0.87
0.84 -1.02 1.03
-1.59 0.05 -1.67
0.82 0.23 -0.35
0.05 0.62 0.19
0.32 0.02 0.33
0.21 0.68 0.25
0.27 -0.83 0.80
0.12 0.50 -0.10
0.92 -0.71 -0.10
0.88 -0.02 -0.90
0.06 -0.04 0.53
0.08 1.08 0.30
-0.46 0.06 0.19
0.58 0.49 -0.69
1.06 -0.18 -1.59
0.07 -1.01 0.59
-1.50 -0.35 0.42
0.08 -1.97 0.29
-0.40 0.52 -0.08
-0.64 -0.37 -0.01
0.67 1.34 0.09
-1.75 1.81 -0.81
1.04 0.56 0.85
0.33 0.12 -0.24
-0.54 -0.02 -0.47
0.02 -0.22 -0.30
0.60 -0.89 0.99
0.19 -0.36 -0.13
-0.82 0.91 0.50
-1.55 1.21 -2.35
0.94 0.36 0.84
0.29 -1.37 -0.69
-0.12 -1.80 2.21
-0.31 -0.46 -0.21
1.05 1.32 -0.86
-0.08 0.46 -0.15
-0.64 -0.36 -0.74
-0.29 3.48 -1.05
-0.28 -1.20 1.24
1.11 -0.56 0.41
0.39 -0.91 -0.20
-0.64 -0.19 0.08
0.37 -0.35 -0.04
0.04 -0.09 0.52
-0.22 -3.92 0.89
0.30 1.49 0.52
0.41 0.52 0.23
-0.15 -0.60 0.75
0.69 0.89 0.34
-0.28 0.03 -0.17
-0.64 -0.08 -0.84
0.13 -1.09 0.05
0.91 0.00 -1.05
0.07 0.33 0.15
0.41 -0.36 0.68
-0.88 0.60 0.17
-0.30 0.38 -0.53
0.37 -0.36 0.00
-0.24 2.26 -0.49
-1.54 -0.26 -2.20
0.82 0.06 -0.35
0.17 0.27 1.01
0.46 0.75 0.35
-0.62 0.27 -0.34
-0.11 -0.48 0.77
0.66 -0.37 0.89

Calculated values
Molar mass = 1024.9 g mol⁻¹
Energy relative to the best compared isomer or geometry (same formula, charge and spin) = 0.0 kJ/mol
Charge = +1
LUMO = -3.474 eV
Kohn-Sham gap = 7.5 eV